{"formula": "C6H7NO2", "method": "ωB97M-V with the def2-TZVPD basis set", "species": ["C", "C", "C", "C", "C", "C", "H", "H", "H", "H", "H", "H", "H", "N", "O", "O"], "xyz": [[-0.588945, -1.112054, 0.004263], [0.484128, -0.874587, -0.909883], [0.500738, -0.676928, 1.012569], [0.552980, 0.820773, 0.884511], [0.443140, 0.612910, -1.058366], [-0.690775, 1.019936, -0.002633], [-2.423733, 0.058527, 0.420932], [-0.881931, -2.075708, 0.083539], [0.697405, -1.326714, -1.898636], [0.268008, -1.087830, 2.029893], [0.676123, 1.482511, 1.842471], [0.673910, 1.146831, -2.074668], [-0.895315, 2.054787, -0.026025], [-1.721433, -0.047210, -0.191403], [1.496970, -1.100795, 0.029953], [1.408724, 1.105549, -0.146523]], "forces_ev_per_a": [[-3.3, 2.2, 1.3], [2.0, 0.0, -4.4], [-0.9, -1.2, 1.1], [-1.5, 1.2, 3.4], [0.1, 4.0, -1.5], [0.1, -0.1, -2.9], [-3.0, -0.4, 3.1], [-1.3, -3.0, 0.4], [-0.5, -0.4, 0.7], [1.5, 0.0, -0.7], [0.0, -1.4, -1.7], [-1.1, -1.4, 1.6], [-1.2, 1.0, -0.4], [6.9, 0.0, -1.8], [0.4, -2.6, 1.9], [1.7, 2.0, -0.2]], "e_lumo_ev": 0.8, "total_energy_ev": -11915.43273, "homo_energy_ha": -0.346}

***

{"formula": "C6H9N", "method": "ωB97M-V with the def2-TZVPD basis set", "species": ["C", "C", "C", "C", "C", "C", "N", "H", "H", "H", "H", "H", "H", "H", "H", "H"], "xyz": [[-2.598343, 1.113753, 2.057787], [-1.310644, 0.843751, 1.413818], [-0.247980, 0.632480, 0.884402], [1.039943, 0.354005, 0.235636], [1.059233, -0.993586, -0.457219], [0.653982, -1.136070, -1.870675], [2.069074, -1.152193, -1.495855], [-3.423522, 1.011407, 1.345223], [-2.627579, 2.130984, 2.461676], [-2.780336, 0.419815, 2.884804], [1.846691, 0.392859, 0.978840], [1.268162, 1.124862, -0.510405], [0.860763, -1.844240, 0.195199], [0.343322, -0.257210, -2.432017], [0.175397, -2.064184, -2.177791], [2.437183, -2.098807, -1.504558]], "forces_ev_per_a": [[-0.1, 0.0, 0.0], [0.4, -0.1, -0.2], [-0.4, 0.1, 0.2], [0.0, 0.0, 0.0], [-0.1, 0.0, 0.2], [-0.3, 0.0, -0.1], [0.2, -0.2, 0.0], [0.1, 0.0, 0.1], [0.0, -0.1, -0.1], [0.1, 0.1, -0.1], [-0.1, 0.0, -0.1], [-0.1, -0.1, 0.1], [0.0, 0.1, -0.1], [0.0, -0.1, 0.1], [0.1, 0.1, 0.1], [-0.1, 0.1, 0.0]], "smiles": "CC#CC[C@H]1CN1", "e_lumo_ev": 1.0, "total_energy_ev": -7855.35995, "homo_energy_ha": -0.345}